# 1
{
  "formula": "C3H7NO3",
  "method": "ωB97M-V/def2-TZVPD",
  "species": ["C", "C", "C", "N", "O", "O", "O", "H", "H", "H", "H", "H", "H", "H"],
  "xyz": [[-0.85818, 0.40865, 2.02302], [1.04383, 1.24612, -1.05658], [-0.52365, 0.72348, 0.78105], [-0.15630, -1.81727, -1.29168], [-0.17831, -2.67847, -0.18345], [-1.24616, -1.66987, -1.68117], [0.59265, 0.40818, 0.08644], [0.77807, -2.77913, 0.04288], [-1.89258, 0.52384, 2.47918], [-0.03626, -0.15433, 2.60177], [0.27388, 1.81861, -1.56751], [1.64802, 0.63558, -1.70744], [1.80810, 1.92166, -0.72043], [-1.25311, 1.41295, 0.19392]],
  "lowdin_charge": [-0.016, -0.036, -0.318, -0.162, -0.006, 0.068, -0.179, 0.120, 0.075, 0.083, 0.088, 0.075, 0.072, 0.138],
  "homo_lumo_gap_ev": [8.53, 6.83],
  "charge": 0,
  "s_squared": 2.0084,
  "e_homo_ha": [-0.2800, -0.3259],
  "multiplicity": 3,
  "energy_ha": -398.723319,
  "relative_energy_kcal_mol": 70.09
}

***

# 2
{
  "formula": "C23H20BrN3O5S",
  "method": "ωB97M-V/def2-TZVPD",
  "species": ["C", "O", "C", "C", "C", "C", "C", "C", "C", "C", "C", "C", "C", "S", "N", "N", "C", "O", "C", "O", "C", "O", "C", "C", "N", "C", "C", "Br", "C", "C", "C", "O", "C", "H", "H", "H", "H", "H", "H", "H", "H", "H", "H", "H", "H", "H", "H", "H", "H", "H", "H", "H", "H"],
  "xyz": [[-0.18435, 1.21952, -3.94646], [0.76267, 1.41989, -2.76072], [1.00827, 0.46665, -2.04026], [0.51699, -0.83583, -2.27052], [0.70034, -1.65577, -1.19113], [1.51322, -1.33566, -0.21469], [1.84651, -2.27138, 1.01351], [1.70279, -3.99618, 0.72649], [0.49060, -4.05550, 1.26835], [-0.69130, -5.13134, 1.26742], [-0.12813, -6.29204, 0.50115], [-1.18072, -7.13079, 0.61335], [-2.41190, -6.95337, 1.23864], [-2.22659, -5.10914, 1.96046], [-0.00640, -2.97007, 2.21979], [0.78723, -2.12316, 1.89533], [0.73071, -0.84176, 2.62725], [1.87126, -0.18749, 2.83499], [-0.64273, -0.41842, 3.26262], [-0.78826, 0.87566, 2.77579], [-1.04043, 0.98562, 1.41333], [-0.84061, -0.05344, 0.67940], [-0.64778, 2.17547, 0.83721], [0.21183, 3.18787, 1.56214], [0.37298, 4.31182, 0.98211], [-0.08162, 4.74685, -0.24511], [-0.66062, 3.82187, -0.85162], [-1.37911, 4.33490, -2.82516], [-1.18470, 2.51322, -0.63960], [2.42043, -0.13281, -0.13987], [2.02503, 0.88381, -1.03476], [2.36474, 2.07573, -1.01172], [3.34653, 2.61402, 0.19150], [-1.12793, 0.83590, -3.65592], [-0.07471, 2.15151, -4.55921], [0.43235, 0.27390, -4.52156], [-0.21114, -1.00807, -2.79145], [0.26015, -2.49063, -1.11907], [3.07370, -2.15671, 1.52652], [1.68006, -4.16726, -0.37693], [2.32806, -4.63670, 1.19503], [0.89683, -6.35638, -0.05780], [-1.15987, -8.24552, -0.09949], [-3.18436, -7.33223, 1.34681], [-0.47235, -0.33671, 4.21720], [-1.41917, -1.02266, 2.95627], [0.61002, 2.94836, 2.38614], [0.33228, 5.62093, -0.55111], [-1.74216, 1.88803, -1.10736], [3.12678, 0.06183, 0.60419], [3.01201, 2.40288, 1.03762], [3.45721, 3.47611, -0.27502], [4.24205, 1.99330, 0.01167]],
  "lowdin_charge": [0.008, -0.065, -0.303, 0.021, -0.087, -0.167, -0.097, -0.083, -0.242, -0.530, -0.120, -0.313, -0.180, 0.958, 0.188, -0.209, -0.159, -0.007, -0.056, 0.010, -0.334, 0.090, 0.023, -0.031, 0.101, -0.164, -0.442, 0.525, 0.088, 0.075, -0.311, -0.007, 0.168, 0.065, 0.075, 0.163, 0.011, 0.058, 0.233, 0.138, 0.086, 0.142, 0.177, -0.107, 0.088, 0.106, 0.053, 0.095, 0.039, 0.069, -0.001, 0.050, 0.113],
  "homo_lumo_gap_ev": 5.42,
  "charge": 0,
  "e_homo_ha": -0.2468,
  "smiles": "COc1ccc([C@@H]2CC(c3cccs3)=NN2C(=O)COC(=O)c2cncc(Br)c2)cc1OC",
  "energy_ha": -4400.355503
}